1.
Computed, not measured: a molecular structure, C29H32B2BrCrF2N8O5S2, with ωB97M-V/def2-TZVPD.

Calculated values
⟨S²⟩: 3.78
Charge: -2
2S+1: 4
E_LUMO (alpha / beta) in Ha: 0.1320 / 0.1320
Energy relative to the best compared isomer or geometry (same formula, charge and spin) in kcal/mol: 6.5
Largest force on an atom in hartree/bohr: 0.0093

Geometry (Å):
Cr (0.47478, -0.03095, 0.13833)
C (-2.14621, 0.03970, 2.60642)
C (-2.19821, -0.99442, 1.53671)
C (-3.17225, -1.99320, 1.33503)
C (-2.78484, -2.66365, 0.19538)
C (-3.43292, -3.81966, -0.49561)
N (-1.64406, -2.09997, -0.23956)
N (-1.28159, -1.07161, 0.58038)
B (-0.82791, -2.36403, -1.52255)
N (0.62872, -2.71018, -1.14232)
N (1.32394, -1.82322, -0.38376)
C (2.53003, -2.33838, -0.18642)
C (3.56967, -1.64666, 0.63119)
C (2.61651, -3.58925, -0.83065)
C (1.38591, -3.78014, -1.42865)
C (0.89523, -4.92125, -2.26020)
N (-0.82738, -1.05782, -2.36858)
N (-0.33868, 0.07879, -1.81174)
C (-0.49459, 1.04869, -2.70302)
C (-0.07426, 2.45680, -2.43093)
C (-1.09098, 0.52730, -3.86692)
C (-1.28804, -0.81393, -3.60539)
C (-1.88437, -1.87852, -4.46886)
H (-2.51497, -0.35178, 3.55261)
H (-1.12307, 0.38655, 2.74143)
H (-2.76510, 0.90095, 2.33908)
H (-4.03694, -2.19107, 1.94953)
H (-4.29060, -4.15294, 0.08883)
H (-3.78158, -3.55086, -1.49564)
H (-2.74344, -4.65902, -0.60619)
H (-1.31860, -3.26599, -2.15549)
H (3.17450, -0.72137, 1.05090)
H (3.88591, -2.29151, 1.45337)
H (4.44948, -1.41813, 0.02363)
H (3.46731, -4.25318, -0.86298)
H (1.68139, -5.67160, -2.34084)
H (0.01282, -5.38967, -1.82009)
H (0.62456, -4.59647, -3.26705)
H (0.52757, 2.51294, -1.52884)
H (0.52119, 2.84105, -3.26226)
H (-0.94633, 3.10416, -2.31144)
H (-1.34986, 1.06028, -4.76917)
H (-2.18288, -1.44556, -5.42327)
H (-1.17180, -2.68276, -4.66154)
H (-2.76317, -2.32733, -4.00196)
C (1.21827, -0.95635, 2.91734)
O (1.05788, 0.02754, 1.95685)
H (2.20227, -0.88765, 3.41109)
H (1.13868, -1.98012, 2.50729)
H (0.46705, -0.87930, 3.71992)
F (1.38281, 3.53298, 0.66870)
B (0.57222, 2.91447, 1.52911)
F (-0.34716, 2.11620, 0.96102)
O (-2.95433, 1.06349, 5.94312)
S (-2.44544, 2.40484, 5.74305)
O (-2.57640, 3.27875, 6.89263)
N (-0.93295, 2.39433, 5.16309)
C (-0.89717, 2.99290, 3.95348)
S (0.68075, 3.38798, 3.26298)
C (-2.13374, 3.45882, 3.42390)
C (-2.46278, 4.14457, 2.23604)
C (-3.77838, 4.48570, 1.99731)
C (-4.80238, 4.17731, 2.91175)
C (-4.48914, 3.51572, 4.09362)
C (-3.17797, 3.15843, 4.32853)
H (-1.68856, 4.40453, 1.52391)
H (-4.03138, 5.00911, 1.08179)
H (-5.82651, 4.45976, 2.69883)
H (-5.26037, 3.28455, 4.82054)
Br (8.04871, 1.89813, -3.01296)
C (6.23171, 1.32360, -2.90717)
C (5.69354, 0.61493, -3.96701)
N (4.43763, 0.18408, -3.95980)
C (3.69405, 0.45320, -2.87904)
C (4.16392, 1.15828, -1.77509)
C (5.47048, 1.60497, -1.79051)
C (3.29502, 1.37632, -0.53071)
O (3.83504, 1.89899, 0.43961)
O (2.11158, 0.95654, -0.68458)
H (6.29196, 0.38806, -4.84281)
H (2.67061, 0.09562, -2.87478)
H (5.84559, 2.14759, -0.93194)

***

2.
Computed, not measured: a molecular structure, C28H30Br3N7O14 in a non-equilibrium geometry, with ωB97M-V/def2-TZVPD.

Calculated values
Charge: 0
E_LUMO in Ha: -0.0594
Energy relative to the best compared isomer or geometry (same formula, charge and spin) in kcal/mol: 1051.6
Largest force on an atom in hartree/bohr: 0.3808

Geometry (Å):
C (3.33907, -3.21251, 2.04403)
N (2.24847, -2.56421, 2.80516)
O (1.44741, -3.34188, 3.36047)
O (2.19994, -1.36488, 2.84853)
H (3.69842, -2.48670, 1.31453)
H (2.88633, -4.08218, 1.56781)
H (4.16945, -3.36755, 2.73290)
C (3.81067, -1.33021, -1.41436)
N (2.95715, -2.15386, -0.46407)
O (3.25702, -3.36559, -0.21484)
O (2.17560, -1.57294, 0.23648)
H (4.66718, -0.85276, -0.93843)
H (3.16903, -0.49933, -1.70771)
H (4.14682, -1.94941, -2.24604)
C (-0.35644, -4.52724, 1.65952)
N (1.01409, -5.06916, 1.80958)
O (1.87202, -4.71589, 1.03134)
O (1.22688, -5.83550, 2.76579)
H (-0.53863, -3.83527, 2.48176)
H (-1.09174, -5.28900, 1.91862)
H (-0.35909, -4.04200, 0.68349)
C (-1.24392, 4.85494, 1.38781)
C (-0.62602, 3.62474, 1.39582)
C (-0.94936, 2.70303, 0.40662)
C (-1.96746, 3.01302, -0.51458)
C (-2.56042, 4.26402, -0.50264)
C (-2.24664, 5.19582, 0.48098)
N (-2.39966, 1.95944, -1.46820)
O (-3.47152, 2.08888, -2.14190)
O (-1.67539, 0.95921, -1.67381)
H (-0.96033, 5.47336, 2.22657)
H (0.18114, 3.32451, 2.04755)
H (-0.47121, 1.73597, 0.45709)
H (-3.35863, 4.35853, -1.22397)
H (-2.69064, 6.17443, 0.58870)
C (0.20268, 0.18541, -2.65598)
C (-0.02963, -0.48002, -3.89244)
C (-0.99694, -1.40011, -4.06314)
C (-1.85693, -1.67341, -3.01030)
C (-1.67313, -1.06474, -1.74394)
C (-0.63390, -0.17129, -1.56354)
N (-2.97702, -2.56705, -3.25998)
O (-3.88305, -2.69067, -2.40046)
O (-3.04997, -3.13335, -4.29431)
H (1.02704, 0.86908, -2.51659)
H (0.60405, -0.10510, -4.68255)
H (-1.17244, -1.70724, -5.08357)
H (-2.34829, -1.34994, -0.95072)
H (-0.50498, 0.42819, -0.67448)
C (-2.50365, -0.66500, 1.12059)
C (-2.41908, 0.32418, 2.09624)
C (-3.16999, 1.47437, 1.96504)
C (-4.00827, 1.63558, 0.82800)
C (-4.03276, 0.70155, -0.21222)
C (-3.30443, -0.46584, -0.00675)
N (-4.81522, 2.88734, 0.69370)
O (-4.38434, 3.78229, 1.38576)
O (-5.91976, 2.75739, 0.17584)
H (-1.95798, -1.58482, 1.27078)
H (-1.79136, 0.18099, 2.96333)
H (-3.16513, 2.17453, 2.78733)
H (-4.54606, 0.80955, -1.15628)
H (-3.20262, -1.21426, -0.77870)
C (4.89976, 1.36287, 0.55014)
C (4.00347, 0.34627, 0.44954)
C (2.71000, 0.58511, -0.05589)
C (2.33511, 1.88303, -0.41234)
C (3.31144, 2.92523, -0.35406)
C (4.59796, 2.65559, 0.09566)
N (0.99944, 2.13612, -1.02610)
O (0.59361, 1.21518, -1.71892)
O (0.47213, 3.19366, -0.75244)
H (5.85966, 1.11503, 0.97860)
H (4.24624, -0.62472, 0.85531)
H (1.89000, -0.11772, -0.04984)
H (2.94695, 3.87892, -0.70623)
H (5.27166, 3.49868, 0.13718)
C (0.33403, -1.19928, 1.21817)
Br (-0.28495, -1.94916, 2.91347)
Br (-0.55624, 0.46808, 0.66000)
Br (-0.01719, -2.60005, -0.14165)
H (1.40053, -0.98230, 1.27814)

***

3.
Computed, not measured: 2 unconnected molecules or ions with the total composition C4H8N2O in a non-equilibrium geometry, with ωB97M-V/def2-TZVPD.

Calculated values
SMILES string: CC(=O)CC#N.N
Charge: 0
E_LUMO in Ha: 0.0215
Energy relative to the best compared isomer or geometry (same formula, charge and spin) in kcal/mol: 53.4
Largest force on an atom in hartree/bohr: 0.0963

Geometry (Å):
C (2.18469, -0.25951, 1.70021)
C (1.17773, -2.08477, 0.14785)
C (1.99955, 0.35369, 0.39153)
C (1.64600, -0.81290, -0.55993)
N (2.39367, -0.84007, 2.65494)
N (-1.22273, 1.41343, -0.48888)
O (1.74388, -0.65279, -1.71734)
H (1.85873, -2.56182, 0.78637)
H (0.68512, -2.70139, -0.68775)
H (0.49351, -1.57940, 0.80288)
H (2.86156, 0.99750, 0.19244)
H (1.04425, 1.02948, 0.40742)
H (-1.47735, 1.82154, -1.34288)
H (-1.10214, 0.31234, -0.61869)
H (-1.90152, 1.53276, 0.32321)

***

4.
Computed, not measured: a single C4H9N3O molecule in a non-equilibrium geometry, with ωB97M-V/def2-TZVPD.

Calculated values
SMILES string: [H]/N=C(N)/C(C)=N/OC
Charge: 0
E_LUMO in Ha: 0.0345
Energy relative to the best compared isomer or geometry (same formula, charge and spin) in kcal/mol: 87.2
Largest force on an atom in hartree/bohr: 0.1008

Geometry (Å):
C (0.14181, 1.58233, -0.62393)
C (-3.06852, -0.15442, 0.37551)
O (-1.75877, 0.29893, 0.14914)
H (-3.31896, -0.13476, 1.45013)
H (0.08076, 2.15943, 0.29242)
H (1.07355, 1.75535, -1.15294)
H (-0.69595, 1.75212, -1.29270)
H (-3.21704, -1.16049, -0.01405)
H (-3.73521, 0.53388, -0.15912)
C (1.84792, -0.45540, -0.11029)
N (2.13522, -1.43498, 0.80329)
N (2.64414, 0.11060, -0.92394)
C (0.43599, -0.02172, -0.11273)
N (-0.51644, -0.70755, 0.28716)
H (3.00539, -1.93314, 0.72224)
H (1.35034, -1.93766, 1.19037)
H (3.59576, -0.25252, -0.88056)

***

Q: The lowest energy relative to the best compared isomer or geometry (same formula, charge and spin) belongs to which entry?
A: C29H32B2BrCrF2N8O5S2